(1)
C4H14NOSi | the ωB97M-V functional and the def2-TZVPD basis

- HOMO (alpha / beta) (eV) = -8.94 / -13.04
- relative energy (zero: lowest compared OMol25 entry of this formula, charge and spin) (kcal/mol) = 13.4
- strongest force on any atom (eV Å⁻¹) = 4.95
- gap between HOMO and LUMO (alpha / beta) (eV) = 6.179 / 3.906
- net charge = +1
- E_tot (a.u.) = -579.828822
- expectation value of S² = 2.01
- lowest unoccupied orbital energy (alpha / beta) (eV) = -2.76 / -9.14
- multiplicity = 3

Positions of all 21 atoms, in Å:
C -1.1440 3.6093 -2.0368
C 0.5493 0.0299 -0.7302
C -2.8524 -0.0507 -0.6633
C 1.1198 -2.9714 2.1729
N 1.6783 -1.7096 1.8016
O -1.1207 2.2874 -1.5330
Si -1.1659 0.8696 -0.8641
H -1.2226 3.4674 -3.1225
H -0.1432 4.1357 -1.7481
H -2.0116 4.1149 -1.6698
H 1.7598 -3.5663 2.8060
H 1.4143 0.8177 -1.0084
H 0.6248 -0.1891 0.3392
H -2.7236 -1.0454 -0.9065
H -2.9551 0.0468 0.4987
H -3.7473 0.2307 -1.0195
H 0.2072 -2.8458 2.6405
H 0.8205 -3.4718 1.1500
H 2.5974 -1.7263 1.4533
H 1.8230 -1.1854 2.6532
H 0.6992 -0.7249 -1.5512

Force components x, y, z for each atom (eV/Å):
2.212 -0.406 -0.593
2.647 1.105 -2.936
3.113 0.531 3.810
-0.539 -1.279 -4.351
0.095 0.520 2.040
0.036 0.682 -0.857
-1.099 0.540 2.889
0.160 0.655 0.214
-1.956 -0.796 -0.516
-0.362 0.428 0.417
0.559 -0.379 -0.028
-2.141 -1.438 0.847
-0.121 -0.625 0.180
0.375 -2.326 -0.410
0.235 -0.361 -2.056
-2.819 1.717 -1.890
-1.773 0.523 1.278
0.970 0.230 2.123
1.256 -0.402 -1.586
-0.688 1.069 0.173
-0.159 0.012 1.251


(2)
C34H56AuN3OP2S | the ωB97M-V functional and the def2-TZVPD basis

- HOMO (alpha / beta) (eV) = -12.85 / -12.90
- relative energy (zero: lowest compared OMol25 entry of this formula, charge and spin) (kcal/mol) = 17.9
- strongest force on any atom (eV Å⁻¹) = 0.35
- gap between HOMO and LUMO (alpha / beta) (eV) = 8.191 / 5.655
- net charge = +2
- E_tot (a.u.) = -2784.788048
- expectation value of S² = 2.06
- lowest unoccupied orbital energy (alpha / beta) (eV) = -4.66 / -7.25
- multiplicity = 3

Positions of all 98 atoms, in Å:
Au 0.0817 -0.5687 -0.9776
C -2.5155 0.9019 -3.2306
C -3.2320 -0.0991 -2.3197
C -3.4662 -1.4243 -3.0457
P -2.3003 -0.3385 -0.7464
C -3.2135 -1.6318 0.1871
C -4.7003 -1.3494 0.4214
C -2.5172 -2.0390 1.4881
C -2.3444 1.3157 0.0179
C -3.4367 1.8337 0.6785
C -3.4310 3.1261 1.2119
C -4.6456 3.6874 1.8919
C -2.2654 3.8954 1.0850
C -1.1717 3.4267 0.4001
C -1.1983 2.1376 -0.1810
N -0.1619 1.6452 -0.9149
C 0.8002 2.3925 -1.5706
C 0.5252 3.6765 -2.0718
C 1.5113 4.4004 -2.7090
C 2.7993 3.8838 -2.8760
C 3.8800 4.6873 -3.5484
C 3.0431 2.5793 -2.4340
C 2.0678 1.8209 -1.8087
P 2.3799 0.1107 -1.2502
C 3.4450 -0.6170 -2.5840
C 2.9649 -2.0272 -2.9434
C 4.9382 -0.6231 -2.2643
C 3.3779 0.2487 0.2976
C 3.2438 -1.0619 1.0849
C 2.9962 1.4737 1.1290
H -3.1090 1.0636 -4.1314
H -1.5375 0.5220 -3.5379
H -2.3754 1.8717 -2.7495
H -4.1864 0.3306 -2.0106
H -2.5175 -1.8967 -3.3155
H -4.0164 -1.2381 -3.9682
H -4.0501 -2.1312 -2.4574
H -3.1249 -2.4652 -0.5148
H -4.8392 -0.6844 1.2735
H -5.1981 -2.2893 0.6652
H -5.2079 -0.9284 -0.4490
H -2.5692 -1.2395 2.2261
H -1.4649 -2.2755 1.3307
H -3.0133 -2.9231 1.8953
H -4.3282 1.2330 0.7999
H -5.3591 2.9099 2.1627
H -5.1520 4.3892 1.2237
H -4.3737 4.2452 2.7887
H -2.2279 4.8796 1.5387
H -0.2677 4.0184 0.3306
H -0.4761 4.0777 -1.9754
H 1.2794 5.3838 -3.1017
H 3.7169 5.7556 -3.4152
H 3.8940 4.4887 -4.6236
H 4.8628 4.4321 -3.1535
H 4.0293 2.1556 -2.6002
H 3.2616 0.0309 -3.4415
H 3.2011 -2.7286 -2.1407
H 3.4660 -2.3729 -3.8493
H 1.8892 -2.0541 -3.1217
H 5.1622 -1.2803 -1.4221
H 5.3386 0.3670 -2.0443
H 5.4758 -1.0086 -3.1322
H 4.4083 0.3598 -0.0329
H 2.2184 -1.1862 1.4421
H 3.9032 -1.0460 1.9541
H 3.5144 -1.9326 0.4778
H 1.9409 1.4695 1.4027
H 3.2234 2.4017 0.6043
H 3.5722 1.4623 2.0557
C 0.1450 -2.2000 4.4409
N -0.1919 -0.8730 4.9032
C -0.4027 -0.6015 6.3302
C -0.7467 0.8980 6.3578
N -0.7618 1.2299 4.9304
C -0.3937 0.2084 4.1382
S -0.2223 0.3197 2.4602
H 1.1383 -2.4905 4.7865
H 0.1266 -2.2044 3.3541
H -0.5809 -2.9217 4.8182
H 0.5008 -0.8294 6.8933
H -1.2113 -1.2227 6.7156
H 0.0048 1.4787 6.8872
H -1.7148 1.0877 6.8118
H -0.8343 2.1632 4.5711
C 1.5140 -4.6960 -0.4679
C 0.9983 -4.8820 -1.9150
C -0.1180 -3.8399 -2.0710
O -0.0312 -2.9825 -0.9094
C 0.4790 -3.7891 0.1739
H 2.4959 -4.2253 -0.4563
H 1.5914 -5.6411 0.0662
H 0.6067 -5.8840 -2.0723
H 1.7925 -4.7221 -2.6415
H -1.1030 -4.3086 -2.0775
H -0.0236 -3.2146 -2.9575
H -0.3462 -4.3696 0.5919
H 0.8708 -3.1186 0.9378

Force components x, y, z for each atom (eV/Å):
-0.037 0.254 0.085
-0.028 0.021 0.086
0.256 -0.059 -0.106
-0.007 0.003 0.052
-0.055 -0.049 -0.056
0.091 0.103 0.198
-0.012 -0.066 -0.073
-0.093 -0.026 -0.094
0.245 -0.055 -0.101
-0.092 -0.049 0.056
-0.004 0.129 0.065
0.061 -0.003 -0.032
-0.092 -0.009 0.051
0.049 -0.124 -0.036
-0.031 0.068 -0.174
0.198 0.028 0.093
-0.223 -0.011 0.126
-0.006 -0.004 0.009
0.021 -0.003 -0.023
0.062 0.037 -0.040
-0.117 -0.108 0.016
0.043 0.007 -0.048
0.006 -0.068 0.050
0.064 0.249 -0.010
-0.185 -0.286 0.058
0.046 0.047 0.017
0.036 0.003 -0.080
-0.225 -0.163 0.102
0.023 0.018 -0.094
-0.012 -0.025 -0.066
0.011 -0.020 0.024
-0.006 0.002 0.002
0.004 -0.027 -0.014
-0.115 0.023 0.002
-0.010 0.008 0.013
0.021 0.006 -0.010
-0.003 0.003 -0.011
0.031 -0.078 -0.062
-0.013 -0.023 -0.025
-0.004 0.029 0.004
0.023 -0.017 0.060
0.003 -0.016 -0.009
-0.047 0.044 0.004
-0.018 0.026 -0.031
0.015 0.048 -0.029
0.048 0.017 -0.012
0.001 -0.025 0.013
0.000 -0.032 -0.013
-0.007 -0.040 -0.029
-0.066 -0.024 0.044
0.071 0.014 -0.053
0.012 -0.024 0.050
0.001 -0.022 0.011
-0.018 -0.009 0.044
-0.015 0.008 -0.005
-0.052 0.043 0.030
-0.028 0.075 -0.056
-0.037 -0.017 0.005
0.017 0.013 0.047
0.011 0.002 -0.014
0.006 0.016 -0.011
-0.011 -0.019 -0.002
0.007 0.006 0.030
0.102 0.030 -0.044
0.011 0.031 0.015
-0.002 0.017 -0.032
-0.015 0.039 0.035
-0.009 -0.019 0.012
0.012 -0.005 -0.001
-0.005 -0.005 -0.005
-0.026 0.094 0.029
-0.023 -0.080 0.022
0.015 0.014 -0.210
0.037 -0.037 -0.237
-0.034 -0.002 0.136
0.071 -0.113 0.105
0.036 0.118 0.113
0.022 0.004 0.020
0.006 0.028 -0.014
-0.015 -0.012 0.008
0.042 -0.029 0.029
-0.034 -0.019 -0.005
0.057 0.040 0.012
-0.073 0.018 0.029
0.007 0.022 -0.056
-0.057 -0.045 -0.096
0.030 0.060 0.073
0.059 -0.035 0.146
0.054 -0.002 0.010
-0.008 0.001 -0.133
0.024 0.025 -0.023
0.042 0.003 -0.021
-0.003 -0.013 -0.007
0.002 -0.018 0.018
-0.067 -0.010 0.011
0.013 0.016 0.031
-0.081 0.003 0.033
-0.008 0.032 -0.032


(3)
C7H17FOP | the ωB97M-V functional and the def2-TZVPD basis

- HOMO (eV) = -14.04
- strongest force on any atom (eV Å⁻¹) = 0.52
- gap between HOMO and LUMO (eV) = 11.312
- net charge = +1
- E_tot (a.u.) = -793.104947
- lowest unoccupied orbital energy (eV) = -2.73

Positions of all 27 atoms, in Å:
O 1.9634 -0.7472 1.7361
C 2.7616 -0.7397 0.5470
C 2.0236 -0.1740 -0.6590
C 1.7576 1.3413 -0.5791
C 0.2780 1.7204 -0.7487
P -0.7735 0.9540 0.5065
C -2.4461 0.5314 -0.0426
C -2.8073 -0.9248 0.3190
C -1.8374 -1.9309 -0.2989
F -1.3230 -1.4166 -1.4835
H 2.0374 0.1127 2.1489
H 3.6656 -0.1549 0.7257
H 3.0427 -1.7699 0.3519
H 2.6541 -0.3781 -1.5257
H 1.0998 -0.7311 -0.8267
H 2.3120 1.8546 -1.3608
H 2.1300 1.7446 0.3656
H 0.1517 2.7966 -0.6109
H -0.1026 1.4822 -1.7399
H -0.8763 1.8581 1.5636
H -0.1328 -0.1617 1.0470
H -3.1276 1.2104 0.4679
H -2.5055 0.6944 -1.1141
H -3.8128 -1.1102 -0.0468
H -2.7870 -1.0350 1.4031
H -2.3482 -2.8682 -0.5040
H -0.9978 -2.1587 0.3585

Force components x, y, z for each atom (eV/Å):
-0.299 -0.090 -0.341
-0.154 0.191 0.016
0.360 0.062 -0.105
-0.129 -0.285 0.031
0.171 0.300 0.227
-0.109 0.171 -0.330
-0.040 -0.262 0.408
0.354 0.215 -0.251
-0.244 -0.172 0.430
0.098 0.052 -0.154
0.188 0.166 0.320
0.142 -0.098 -0.042
0.036 -0.083 0.069
-0.079 -0.021 -0.085
-0.044 -0.088 -0.002
0.013 0.106 -0.010
-0.022 0.047 0.052
-0.059 0.033 -0.092
-0.043 -0.251 -0.015
0.044 -0.037 0.096
0.055 -0.036 0.045
-0.057 0.078 -0.120
0.020 0.073 -0.083
-0.131 0.026 0.103
-0.216 -0.151 0.029
0.022 -0.037 -0.179
0.123 0.090 -0.017


(4)
C2H16O5 | the ωB97M-V functional and the def2-TZVPD basis

- HOMO (alpha / beta) (eV) = -14.87 / -14.84
- relative energy (zero: lowest compared OMol25 entry of this formula, charge and spin) (kcal/mol) = 0.0
- strongest force on any atom (eV Å⁻¹) = 2.00
- gap between HOMO and LUMO (alpha / beta) (eV) = 11.548 / 4.567
- net charge = +1
- E_tot (a.u.) = -461.598001
- expectation value of S² = 0.76
- lowest unoccupied orbital energy (alpha / beta) (eV) = -3.32 / -10.27
- multiplicity = 2

Positions of all 23 atoms, in Å:
C 0.2106 -1.2859 -0.1038
C 0.1164 -0.1882 -1.0952
H 1.1728 -1.3963 0.3798
H -0.6748 -1.3088 0.5467
H 0.0822 -2.2827 -0.5559
H 0.1561 0.8047 -0.6360
H -0.8352 -0.1848 -1.6436
H 0.9052 -0.1988 -1.9396
H -3.3599 -1.3824 -0.4321
H -3.2445 -1.5324 -1.9263
O -3.6038 -0.9383 -1.2549
H 3.1869 -1.0926 -1.8261
H 2.6838 0.1034 -1.0286
O 2.8269 -0.1881 -1.9856
H -2.9815 1.8613 0.9671
H -2.1840 0.9889 -0.0178
O -2.1949 1.2988 0.8969
H 1.7585 0.6941 1.3238
H 2.9043 1.5534 0.8036
O 2.4927 0.6873 0.6767
H -0.0350 0.9005 3.4112
H -0.2835 0.0947 2.0873
O 0.3818 0.5212 2.6340

Force components x, y, z for each atom (eV/Å):
0.098 -1.757 -0.954
-1.448 0.697 0.938
-0.137 0.540 0.748
0.289 0.489 0.377
-0.054 0.228 -0.388
0.781 0.019 -0.159
0.266 -0.431 -0.518
0.825 -0.090 -0.276
-0.323 0.099 0.048
-0.281 0.090 -0.136
0.704 -0.160 0.135
-0.200 -0.033 -0.546
-0.006 0.742 0.374
-0.688 -0.306 0.945
0.251 -0.217 -0.048
-0.405 0.137 0.084
0.081 -0.092 -0.134
0.022 -0.159 0.149
0.104 -0.161 -0.042
0.084 0.277 -0.431
-0.217 0.009 -0.098
-0.477 0.301 0.411
0.734 -0.221 -0.479


(5)
C40H33F2N6O5PPb | the ωB97M-V functional and the def2-TZVPD basis

- HOMO (eV) = -13.47
- strongest force on any atom (eV Å⁻¹) = 0.64
- gap between HOMO and LUMO (eV) = 7.548
- net charge = +2
- E_tot (a.u.) = -2982.343608
- lowest unoccupied orbital energy (eV) = -5.92

Positions of all 88 atoms, in Å:
Pb -0.4166 0.8266 0.8509
O -1.7922 -2.0689 4.6958
C -1.0514 -1.5074 3.7461
O -1.1029 -0.3395 3.4553
C -0.1291 -2.4790 3.0761
C -0.0174 -3.7938 3.5154
C 0.9418 -4.5979 2.9295
C 1.7565 -4.0513 1.9512
C 1.5503 -2.7329 1.5686
N 0.6130 -1.9571 2.1062
C 2.4453 -2.0137 0.5957
O 3.3409 -2.7010 -0.0961
O 2.3973 -0.8125 0.4927
H -2.3459 -1.3829 5.1033
H -0.6526 -4.1595 4.3084
H 1.0743 -5.6229 3.2473
H 2.5504 -4.6525 1.5278
H 3.1792 -3.6532 -0.0648
F -5.3898 -1.2542 1.7724
C -4.6634 -0.1571 1.5582
C -3.2852 -0.2759 1.4922
C -2.5537 0.8700 1.2787
C -3.1233 2.1331 1.0986
C -4.5177 2.1665 1.1751
F -5.1677 3.3205 0.9930
C -5.3007 1.0534 1.4062
C -2.2883 3.3284 0.7911
C -2.7317 4.6489 0.8209
C -1.8518 5.6613 0.4823
C -0.5478 5.3603 0.1112
C -0.1686 4.0357 0.1261
N -1.0170 3.0654 0.4658
H -2.8349 -1.2513 1.6115
H -6.3770 1.1387 1.4509
H -3.7407 4.8868 1.1087
H -2.1896 6.6888 0.5036
H 0.1530 6.1284 -0.1815
H 0.8316 3.7228 -0.1519
C 4.0357 3.3684 3.6106
N 2.6976 2.9141 3.2671
C 1.5040 3.2355 4.0275
C 0.4329 2.5130 3.2364
O -0.7541 2.5537 3.3983
N 1.0696 1.7855 2.2240
C 2.3953 2.0764 2.2768
N 3.2896 1.6163 1.4204
H 3.9475 4.2315 4.2648
H 4.5729 3.6881 2.7178
H 4.6020 2.5936 4.1295
H 1.3056 4.3075 4.0571
H 1.5492 2.8513 5.0486
H 3.0529 0.8303 0.8219
H 4.2644 1.8229 1.5606
N 0.0410 0.5974 -1.0827
P 0.2061 -0.5629 -2.1498
C -1.1114 -0.4077 -3.3708
C -1.6317 -1.5159 -4.0363
C -2.6165 -1.3486 -4.9988
C -3.0864 -0.0780 -5.2968
C -2.5744 1.0290 -4.6320
C -1.5899 0.8675 -3.6709
C 0.0122 -2.2528 -1.5261
C 0.8427 -3.2989 -1.9159
C 0.5748 -4.5968 -1.4920
C -0.5237 -4.8535 -0.6844
C -1.3643 -3.8138 -0.3007
C -1.0993 -2.5230 -0.7260
C 1.7516 -0.4718 -3.0671
C 2.8422 0.1960 -2.5208
C 4.0376 0.2674 -3.2204
C 4.1461 -0.3274 -4.4683
C 3.0563 -0.9837 -5.0268
C 1.8596 -1.0513 -4.3335
H -1.2798 -2.5142 -3.8050
H -3.0186 -2.2114 -5.5125
H -3.8550 0.0499 -6.0471
H -2.9439 2.0184 -4.8663
H -1.1898 1.7263 -3.1464
H 1.6918 -3.1047 -2.5597
H 1.2084 -5.4117 -1.8199
H -0.7423 -5.8670 -0.3739
H -2.2403 -4.0196 0.3016
H -1.7836 -1.7201 -0.4686
H 2.7330 0.6701 -1.5563
H 4.8837 0.7936 -2.7985
H 5.0770 -0.2685 -5.0163
H 3.1374 -1.4299 -6.0086
H 1.0074 -1.5417 -4.7864

Force components x, y, z for each atom (eV/Å):
-0.425 0.014 -0.053
0.015 0.036 -0.032
-0.107 -0.044 0.036
0.166 0.056 0.040
0.060 -0.036 0.021
-0.013 0.014 -0.010
0.016 -0.015 -0.014
-0.025 -0.014 -0.020
0.001 0.053 -0.084
-0.034 -0.055 0.111
-0.024 0.119 0.055
-0.007 -0.057 -0.067
0.010 -0.028 -0.008
-0.002 -0.018 0.009
-0.009 0.011 0.002
0.000 0.001 0.002
-0.001 0.002 -0.002
0.017 0.003 0.015
0.010 0.010 0.001
-0.019 -0.033 0.011
-0.008 -0.006 -0.010
0.005 0.067 -0.055
-0.013 -0.015 0.032
-0.035 0.008 0.000
-0.007 -0.003 0.007
0.008 0.015 -0.008
0.005 -0.012 0.030
-0.013 -0.048 0.008
0.033 0.032 -0.015
-0.030 -0.002 0.000
-0.038 0.008 -0.022
0.050 -0.119 0.031
-0.007 0.000 0.011
-0.001 -0.001 0.000
0.007 -0.002 -0.002
0.004 0.002 -0.001
-0.005 0.006 0.003
0.001 -0.001 0.002
-0.005 -0.007 0.011
0.026 0.014 -0.030
0.015 0.015 -0.009
-0.040 -0.056 -0.002
0.004 0.018 -0.024
0.070 -0.014 0.050
-0.045 0.014 0.007
0.059 -0.019 -0.041
-0.003 -0.002 0.003
0.001 0.010 0.001
0.000 -0.004 -0.010
0.003 -0.002 0.001
-0.008 0.005 0.003
-0.033 -0.017 0.038
-0.008 0.002 -0.002
0.625 0.066 -0.135
-0.287 0.107 0.095
-0.043 0.003 -0.030
-0.003 -0.016 0.000
-0.005 0.003 -0.005
0.006 -0.002 0.003
-0.005 -0.003 -0.004
0.034 -0.006 0.001
-0.003 -0.069 -0.025
0.029 -0.011 0.020
0.008 0.008 -0.014
-0.006 0.003 0.016
0.006 -0.022 0.011
0.042 0.037 0.003
0.037 -0.036 0.000
-0.027 0.019 -0.005
-0.008 0.010 0.029
-0.011 -0.014 -0.030
0.033 0.010 0.008
-0.017 -0.004 0.042
0.001 0.001 0.004
-0.002 0.001 0.001
0.000 0.004 -0.001
0.005 0.004 0.004
-0.003 0.000 0.002
0.003 0.000 0.003
0.004 0.001 0.004
0.002 -0.002 0.001
-0.005 0.002 0.003
-0.013 -0.011 -0.020
0.014 0.022 0.005
-0.003 0.002 0.004
0.002 0.001 0.002
-0.009 -0.004 -0.001
-0.023 -0.010 -0.008